# 1
Entry from the Open Molecules 2025 dataset: 7 unconnected molecules or ions with the total composition C45H67N7O8P2 in a non-equilibrium geometry (wB97M-V/def2-TZVPD).

Molar mass in Da: 896.020
Strongest force on any atom in eV Å⁻¹: 2.3
E_LUMO in eV: 0.13
SMILES string: C#CCCC[C@]1(CCP(=O)(OCC)OCC)NC(=O)[C@](C)(CCCOC(C)=O)[C@H]1P(O)O.c1cc[nH]c1.c1cc[nH]c1.c1cc[nH]c1.c1cc[nH]c1.c1cc[nH]c1.c1cc[nH]c1
Charge: 0
E in Ha: -3422.81333

Atoms and positions in Å:
1 C 2.4505 2.8215 -1.0103
2 C 1.7980 1.8236 -1.1554
3 C 0.8453 0.6955 -1.1501
4 C 1.2400 -0.4309 -0.1522
5 C -0.0217 -1.0876 0.4444
6 C -0.6545 -0.3973 1.6840
7 C -1.1786 -1.5810 2.5734
8 C -2.3107 -2.3961 1.9267
9 P -3.9616 -2.0500 2.6404
10 O -3.8540 -1.9014 4.1057
11 O -4.9793 -3.2830 2.2927
12 C -4.8181 -3.9072 1.0152
13 C -5.1469 -2.9986 -0.1829
14 O -4.6009 -0.7634 1.8884
15 C -5.7303 -0.2148 2.5891
16 C -6.0683 1.1216 1.8970
17 N -1.9165 0.3304 1.3895
18 C -2.0829 1.1155 2.5986
19 O -3.0011 1.1357 3.3473
20 C -0.7467 1.8460 2.7686
21 C -0.6159 2.5798 4.1150
22 C -0.5280 2.8989 1.6473
23 C -1.8230 3.6135 1.2501
24 C -1.6634 4.4619 -0.0370
25 O -0.7143 3.9108 -0.9496
26 C -1.2606 3.1551 -1.9183
27 C -0.6011 3.2215 -3.2804
28 O -2.1992 2.4260 -1.7337
29 C 0.2161 0.6301 2.4994
30 P 1.1397 -0.0158 3.9887
31 O -0.0125 -0.5193 5.0671
32 O 1.9650 -1.3579 3.4238
33 H 2.9708 3.7460 -0.9321
34 H -0.1634 1.0266 -0.8937
35 H 0.7728 0.2584 -2.1496
36 H 1.7393 -1.2137 -0.7343
37 H 1.9581 -0.1046 0.5971
38 H 0.1674 -2.1462 0.6176
39 H -0.7839 -1.0622 -0.3456
40 H -0.3298 -2.2603 2.7165
41 H -1.4680 -1.2530 3.5751
42 H -2.1297 -3.4624 2.0864
43 H -2.3902 -2.2673 0.8446
44 H -5.5363 -4.7299 0.9996
45 H -3.8355 -4.3649 0.8778
46 H -5.4551 -3.5765 -1.0542
47 H -4.2532 -2.4375 -0.4747
48 H -5.9136 -2.2683 0.0720
49 H -6.5750 -0.9006 2.4854
50 H -5.5115 -0.0191 3.6364
51 H -5.5289 1.9429 2.3668
52 H -7.1408 1.2984 1.8440
53 H -5.6905 1.0433 0.8726
54 H -1.8854 0.9094 0.5571
55 H -0.4401 1.9223 4.9638
56 H -1.5762 3.0739 4.3033
57 H 0.1372 3.3663 4.1064
58 H 0.1755 3.6589 1.9947
59 H -0.0409 2.4295 0.7894
60 H -2.0964 4.3144 2.0433
61 H -2.6607 2.9356 1.0734
62 H -1.4121 5.4955 0.2022
63 H -2.6573 4.4987 -0.4898
64 H -1.0275 4.0264 -3.8838
65 H 0.4614 3.4459 -3.1607
66 H -0.7548 2.2891 -3.8154
67 H 1.0480 1.1056 1.9721
68 H 0.3652 -0.4547 5.9464
69 H 1.4890 -2.1576 3.6966
70 C 2.6239 -1.8992 -5.6502
71 C 3.5346 -2.7136 -4.9242
72 C 3.6831 -2.1540 -3.6835
73 N 2.9000 -1.0329 -3.6337
74 C 2.2489 -0.8716 -4.8265
75 H 2.2824 -2.0506 -6.6608
76 H 4.0240 -3.6085 -5.2725
77 H 4.2755 -2.4551 -2.8362
78 H 2.8190 -0.4207 -2.8425
79 H 1.5790 -0.0433 -4.9854
80 C -4.6099 -2.8294 8.4429
81 C -3.6725 -2.0091 9.1251
82 C -3.1667 -1.1243 8.2070
83 N -3.7584 -1.3808 7.0016
84 C -4.6391 -2.4126 7.1362
85 H -5.1946 -3.6318 8.8616
86 H -3.4009 -2.0617 10.1667
87 H -2.4385 -0.3375 8.3092
88 H -3.5756 -0.8943 6.1398
89 H -5.2065 -2.7617 6.2915
90 C 3.9706 -7.7697 -7.0287
91 C 5.2753 -7.5106 -6.5300
92 C 5.5466 -6.1889 -6.7636
93 N 4.4580 -5.6413 -7.3866
94 C 3.4919 -6.5967 -7.5483
95 H 3.4441 -8.7091 -7.0071
96 H 5.9379 -8.2139 -6.0541
97 H 6.4159 -5.5936 -6.5420
98 H 4.3805 -4.6854 -7.6797
99 H 2.5521 -6.3605 -8.0173
100 C 5.2514 -4.3146 3.5357
101 C 4.9444 -5.5651 2.9325
102 C 3.8317 -5.3819 2.1557
103 N 3.4534 -4.0701 2.2695
104 C 4.3145 -3.4134 3.1060
105 H 6.0664 -4.1024 4.2071
106 H 5.4799 -6.4916 3.0546
107 H 3.2796 -6.0669 1.5352
108 H 2.6670 -3.6515 1.8095
109 H 4.1858 -2.3673 3.3191
110 C -3.6796 6.4309 -5.4340
111 C -2.9640 6.6375 -4.2242
112 C -2.3697 7.8691 -4.3048
113 N -2.6968 8.4117 -5.5165
114 C -3.4968 7.5444 -6.2094
115 H -4.2620 5.5655 -5.7025
116 H -2.8952 5.9591 -3.3894
117 H -1.7458 8.4027 -3.6084
118 H -2.3958 9.3090 -5.8472
119 H -3.8650 7.7933 -7.1897
120 C 7.9492 4.0742 -2.3464
121 C 7.3427 5.2860 -1.9207
122 C 6.0026 5.0429 -1.7787
123 N 5.7766 3.7327 -2.1044
124 C 6.9578 3.1349 -2.4482
125 H 8.9935 3.9112 -2.5530
126 H 7.8341 6.2271 -1.7396
127 H 5.1943 5.6872 -1.4759
128 H 4.8819 3.2790 -2.0952
129 H 6.9906 2.0978 -2.7347



# 2
Entry from the Open Molecules 2025 dataset: a molecular structure, C14H31MgN4O6 in a non-equilibrium geometry (wB97M-V/def2-TZVPD).

Molar mass in Da: 375.729
Strongest force on any atom in eV Å⁻¹: 1.2
E_LUMO in eV: -3.17
Charge: +1
E in Ha: -1422.54117

Atoms and positions in Å:
1 Mg 1.7801 0.2471 1.4348
2 C -0.7858 2.0996 -0.6357
3 C 0.2736 1.3541 0.0762
4 O 1.3507 1.9431 0.4276
5 O 0.1192 0.1210 0.3859
6 H -1.7123 1.5241 -0.6380
7 H -0.5061 2.2593 -1.6754
8 H -0.9751 3.0446 -0.1321
9 C -3.1479 0.1703 1.0547
10 O -3.3471 -0.1111 -0.1009
11 N -2.7874 -0.7021 2.0242
12 C -2.7999 -0.3176 3.4171
13 C -2.3767 -2.0476 1.7158
14 H -3.2243 1.2216 1.3904
15 H -3.0328 0.7434 3.4968
16 H -1.8335 -0.5149 3.8910
17 H -3.5589 -0.8887 3.9580
18 H -2.1720 -2.1154 0.6467
19 H -1.4483 -2.3531 2.2010
20 H -3.1738 -2.7588 1.9466
21 C -1.3636 0.3066 -5.9658
22 O -1.5775 1.4808 -6.1470
23 N -0.3906 -0.1837 -5.1550
24 C -0.1837 -1.5991 -4.9653
25 C 0.5046 0.7056 -4.4414
26 H -1.9326 -0.4934 -6.4679
27 H 0.0135 -1.8384 -3.9220
28 H 0.7296 -1.8956 -5.5106
29 H -1.0004 -2.1690 -5.3987
30 H 1.5347 0.3654 -4.5680
31 H 0.3570 1.7085 -4.8301
32 H 0.2644 0.6766 -3.3717
33 C 2.6595 -1.2177 -1.3187
34 O 2.7272 -0.6640 -0.2098
35 N 2.8525 -2.4987 -1.5569
36 C 2.4137 -3.0497 -2.8228
37 C 3.3873 -3.3976 -0.5669
38 H 2.4090 -0.6620 -2.2293
39 H 2.5557 -2.4219 -3.7016
40 H 1.3504 -3.2987 -2.7683
41 H 2.9438 -3.9768 -3.0332
42 H 3.9418 -2.8297 0.1738
43 H 2.5826 -3.9429 -0.0634
44 H 4.0278 -4.1228 -1.0592
45 C 0.7517 1.3231 4.2533
46 O 1.1689 1.0151 3.1226
47 N 0.2708 2.5061 4.5389
48 C -0.1868 2.8401 5.8760
49 C 0.1861 3.5542 3.5232
50 H 0.7543 0.6478 5.1161
51 H -1.1760 3.2890 5.8231
52 H 0.5002 3.5014 6.4039
53 H -0.2650 1.9388 6.4883
54 H 0.9319 4.3207 3.7491
55 H 0.4004 3.1234 2.5506
56 H -0.7851 4.0399 3.5700



# 3
Entry from the Open Molecules 2025 dataset: a molecular structure, C3H3GdO3 in a non-equilibrium geometry (wB97M-V/def2-TZVPD).

Molar mass in Da: 244.304
Strongest force on any atom in eV Å⁻¹: 4.2
E_LUMO (alpha / beta) in eV: -18.92 / -25.62
Spin multiplicity: 8
Charge: +4
Energy relative to the best compared isomer or geometry (same formula, charge and spin) in kcal/mol: 0.0
E in Ha: -1105.46379

Atoms and positions in Å:
1 O 0.7334 0.3288 1.5188
2 Gd 5.1465 1.7570 2.0229
3 O 2.9389 0.9974 1.5011
4 C 1.8274 0.6451 1.3917
5 O 0.0628 -0.2238 -1.8131
6 C -0.9968 -0.4650 -1.5422
7 H -2.9036 -0.9790 -1.6809
8 C -2.2117 -0.7127 -0.8431
9 H -2.0577 -1.5778 -0.1786
10 H -2.5391 0.2300 -0.3766



# 4
Entry from the Open Molecules 2025 dataset: a molecular structure, C22H21AuN2O2S in a non-equilibrium geometry (wB97M-V/def2-TZVPD).

Molar mass in Da: 574.456
Strongest force on any atom in eV Å⁻¹: 6.4
E_LUMO in eV: 5.14
Charge: -2
Energy relative to the best compared isomer or geometry (same formula, charge and spin) in kcal/mol: 47.5
E in Ha: -1644.82687

Atoms and positions in Å:
1 Au -2.1632 0.9187 1.6336
2 C 1.5596 2.2448 -0.1226
3 C 1.5360 1.6849 -1.5579
4 C 1.4514 0.1803 -1.5512
5 C 2.5530 -0.6109 -1.8608
6 C 2.5192 -1.9888 -1.6910
7 C 1.3753 -2.5808 -1.1711
8 C 0.2576 -1.8209 -0.8529
9 C -0.9708 -2.4389 -0.2427
10 C -2.1089 -2.6577 -1.2471
11 C 0.2916 -0.4415 -1.0893
12 N -0.8088 0.3282 -0.7337
13 C -1.5331 0.8894 -1.6132
14 C -2.6436 1.7296 -1.2707
15 C -3.4603 2.4665 -2.1293
16 C -4.3469 3.1765 -1.3028
17 C -4.0079 2.8269 0.0079
18 N -2.9764 1.9629 0.0201
19 H 1.6317 3.3340 -0.1330
20 H 2.4167 1.8490 0.4258
21 H 0.6636 1.9741 0.4456
22 H 2.4444 1.9782 -2.0966
23 H 0.6922 2.1231 -2.1026
24 H 3.4586 -0.1289 -2.2142
25 H 3.3892 -2.5909 -1.9274
26 H 1.3503 -3.6505 -0.9849
27 H -1.3243 -1.7903 0.5643
28 H -0.6923 -3.3927 0.2121
29 H -2.4332 -1.7099 -1.6763
30 H -2.9751 -3.1052 -0.7511
31 H -1.7982 -3.3152 -2.0620
32 H -1.3722 0.7235 -2.6910
33 H -3.3937 2.4832 -3.2077
34 H -5.1252 3.8625 -1.6031
35 H -4.4536 3.1605 0.9331
36 O 1.8402 2.4680 3.2762
37 C 1.1114 1.8216 2.4911
38 O 0.3112 2.2481 1.6293
39 C 1.3010 0.2957 2.5466
40 C 2.5817 -0.1537 2.2258
41 C 2.9155 -1.5000 2.2016
42 C 1.9512 -2.4388 2.5327
43 C 0.6760 -2.0109 2.8691
44 C 0.3169 -0.6590 2.8776
45 S -1.3539 -0.2932 3.4129
46 H 3.3325 0.5952 2.0034
47 H 3.9191 -1.8118 1.9307
48 H 2.1842 -3.4997 2.5221
49 H -0.0899 -2.7353 3.1244



- Which of these has the highest E?
  C3H3GdO3



- Which formula does entry 4 have?
  C22H21AuN2O2S